# 1
Entry from the Open Molecules 2025 dataset: a single C4H8N2O molecule (ωB97M-V with the def2-TZVPD basis set).

Last column: Löwdin spin population.
Positions of all 15 atoms, in Å:
C (-0.69660, -1.88658, 0.31797)  0.534
C (-1.65528, -0.99186, 0.82678)  0.078
C (0.45809, -1.31850, -0.52997)  0.106
C (0.77910, 2.20682, 0.18047)  0.035
N (0.75726, -0.09529, 0.13452)  0.535
N (0.88768, 0.99066, -0.49942)  0.299
O (-1.39899, 0.21674, 0.82081)  0.308
H (-0.90332, -2.86163, 0.12362)  0.034
H (-2.67898, -1.31466, 0.95259)  0.000
H (1.31259, -1.91906, -0.23497)  0.033
H (0.29012, -1.30296, -1.64546)  0.015
H (-0.24463, 2.33796, 0.14379)  0.013
H (1.04405, 1.85267, 1.22195)  0.003
H (1.29822, 3.11621, -0.17545)  0.003
H (0.75069, 0.96948, -1.63724)  0.006

Computed properties:
**Energy relative to the best compared isomer or geometry (same formula, charge and spin)**: 28.0 kcal/mol
**Calculated total energy**: -341.7484 Ha
**2S+1**: 3
**Frontier orbital gap (alpha / beta)**: 6.845 / 7.442 eV
**LUMO (alpha / beta)**: 0.039 / -0.043 hartree
**Net charge**: 0


# 2
Entry from the Open Molecules 2025 dataset: a single C4H8N2O2 molecule (ωB97M-V with the def2-TZVPD basis set).

Last column: Mulliken charge in e.
Positions of all 16 atoms, in Å:
C (-0.14852, 1.84350, -0.39970)  -1.078
C (-0.77263, 0.57512, -0.38363)  0.728
N (-0.10941, -0.47411, -1.16838)  -0.475
C (1.00304, -0.95124, -0.74841)  0.082
N (2.17112, -0.51062, -0.02894)  -0.139
O (1.91569, 0.29768, 1.14946)  -0.430
O (-1.97516, 0.27990, 0.00193)  -0.375
C (-2.18028, -0.91032, 0.65534)  -0.666
H (0.86791, 1.90593, -0.87276)  0.364
H (-0.59613, 2.89423, -0.38565)  0.277
H (1.53258, -1.75777, -1.34011)  0.272
H (3.12255, -0.87941, -0.13759)  0.228
H (1.90035, 1.44729, 0.96310)  0.361
H (-2.01901, -1.66780, -0.06288)  0.389
H (-1.48438, -1.12162, 1.59222)  0.242
H (-3.22770, -0.97076, 1.16598)  0.219

Computed properties:
**Energy relative to the best compared isomer or geometry (same formula, charge and spin)**: 160.6 kcal/mol
**Calculated total energy**: -417.0000 Ha
**2S+1**: 1
**Frontier orbital gap**: 9.034 eV
**LUMO**: 0.025 hartree
**Net charge**: 0


# 3
Entry from the Open Molecules 2025 dataset: a molecular structure, C4H8N2O2 (ωB97M-V with the def2-TZVPD basis set).

Last column: Mulliken charge in e.
Positions of all 16 atoms, in Å:
O (-2.92575, 0.48378, -0.59703)  -0.637
C (-1.90718, -0.22353, -0.93914)  -0.186
C (-0.74340, -0.28177, -0.03829)  0.324
C (0.57657, -0.32854, -0.82285)  -0.416
C (1.69960, -0.25818, 0.03567)  0.319
N (2.07349, 1.04304, 0.57115)  -0.551
O (2.30849, -1.25064, 0.51578)  -0.608
N (-0.93577, 0.56876, 1.07888)  -0.497
H (-1.68007, -0.42368, -1.97658)  0.461
H (-1.50521, -1.25776, -0.28571)  0.027
H (0.74540, -1.28476, -1.28047)  0.341
H (0.51602, 0.44236, -1.65308)  0.338
H (2.76115, 1.01744, 1.42154)  0.277
H (1.24631, 1.59937, 0.77146)  0.295
H (-1.60853, 1.24009, 0.76294)  0.261
H (-1.25462, 0.07134, 1.92736)  0.252

Computed properties:
**Energy relative to the best compared isomer or geometry (same formula, charge and spin)**: 97.3 kcal/mol
**Calculated total energy**: -417.1009 Ha
**2S+1**: 1
**Frontier orbital gap**: 9.867 eV
**LUMO**: 0.003 hartree
**Net charge**: 0